w | Formula: C4H6O4
Source: OMol25
Level of theory: the ωB97M-V functional and the def2-TZVPD basis

```
14
C4H6O4, DFT the ωB97M-V functional and the def2-TZVPD basis
O -0.31334 -1.65735 -1.71185
O -0.90260 1.33470 0.11042
O 1.28133 0.02292 1.75875
O -0.82206 -0.77679 1.71626
C -0.24914 0.55680 -0.78487
C -0.87662 -0.75744 -1.14917
C 0.37763 -0.93107 1.80574
C 0.76151 1.00255 -1.54203
H 0.83904 -1.87345 2.14288
H -1.40240 0.70877 0.73819
H -1.91199 -0.85503 -0.76862
H 0.88692 0.85595 1.42411
H 1.14205 2.00540 -1.44546
H 1.18967 0.36403 -2.29435
```

Charge: 0
Spin multiplicity: 1
Orbital gap, eV: 9.89


x | Formula: C4H6O4
Source: OMol25
Level of theory: the ωB97M-V functional and the def2-TZVPD basis

```
14
C4H6O4, DFT the ωB97M-V functional and the def2-TZVPD basis
O 0.81117 0.69092 0.75073
O 1.61859 -1.56752 -0.65713
O -1.18504 -0.52260 0.73094
O -0.73317 0.99590 -0.89237
C -1.58918 0.69192 0.16539
C -0.04815 -0.19979 1.49543
C 0.79115 -0.84488 -1.18569
C 0.57328 0.65646 -0.59860
H 0.28224 -0.99681 -2.17441
H -0.15968 0.27445 2.48633
H 1.27608 1.41455 -0.95178
H 0.44057 -1.22333 1.45613
H -1.81542 1.54839 0.85124
H -2.47878 0.38688 -0.38410
```

Charge: 0
Spin multiplicity: 1
Orbital gap, eV: 10.25


y | Formula: C4H6O4
Source: OMol25
Level of theory: the ωB97M-V functional and the def2-TZVPD basis

```
14
C4H6O4, DFT the ωB97M-V functional and the def2-TZVPD basis
O 1.54957 1.89406 -0.57252
O -1.29537 2.09843 0.46364
O -1.24918 -0.34789 -0.23661
O 1.25850 -0.33017 -0.07195
C 0.82726 0.89392 -0.27026
C 2.65352 -0.54661 0.30893
C -2.77669 -0.54856 -0.18819
C -0.74485 1.02892 0.08645
H -3.44204 0.67128 -0.63602
H 3.19132 -0.66850 -0.72678
H 3.09286 0.00160 1.25665
H 2.88916 -1.56328 0.42164
H -3.24942 -0.97476 1.24493
H -2.70463 -1.60844 -1.07990
```

Charge: 0
Spin multiplicity: 1
Orbital gap, eV: 10.49


Energy comparison, zero being the most stable, in eV: w 0.000; x 1.328; y 5.922.


w | Formula: C3H6O
Source: OMol25
Level of theory: the ωB97M-V functional and the def2-TZVPD basis

```
10
C3H6O, DFT the ωB97M-V functional and the def2-TZVPD basis
O 0.74222 -0.91057 0.66233
C -0.47150 -1.08836 0.09211
C -1.30627 0.16394 0.17785
C 1.39040 0.00319 -0.23270
H -1.72480 0.49356 -0.78064
H -2.15322 -0.27248 0.72578
H 2.41892 -0.33634 -0.33647
H -0.91208 1.01341 0.75204
H 0.89823 -0.13236 -1.20541
H 1.31821 1.04512 0.08935
```

Charge: 0
Spin multiplicity: 1
Orbital gap, eV: 8.69


x | Formula: C3H6O
Source: OMol25
Level of theory: the ωB97M-V functional and the def2-TZVPD basis

```
10
C3H6O, DFT the ωB97M-V functional and the def2-TZVPD basis
O -0.43115 1.23508 -0.23463
C 0.28059 -0.21147 1.36394
C 0.01054 0.04209 0.09933
C 0.19729 -0.90030 -0.99782
H 0.15792 0.36910 2.22625
H 0.74353 -1.27753 1.65244
H -0.80675 -1.04756 -1.46788
H 1.12305 -0.85909 -1.58567
H -0.83236 1.30710 -1.12745
H 0.13321 -1.95460 -0.61339
```

Charge: 0
Spin multiplicity: 1
Orbital gap, eV: 9.55


y | Formula: C3H6O
Source: OMol25
Level of theory: the ωB97M-V functional and the def2-TZVPD basis

```
10
C3H6O, DFT the ωB97M-V functional and the def2-TZVPD basis
O 0.49974 -0.73317 -0.94815
C -1.19925 -0.71620 0.84673
C -1.52462 0.28373 -0.01799
C 0.11495 -0.68519 0.31803
H -1.43486 1.38049 0.03764
H 2.98941 1.27831 -0.55502
H -1.84851 0.09470 -1.01106
H 3.16786 1.05328 -1.21431
H -1.70412 -1.40409 1.46981
H 0.93939 -0.55187 1.07434
```

Charge: 0
Spin multiplicity: 1
Orbital gap, eV: 6.33


z | Formula: C3H6O
Source: OMol25
Level of theory: the ωB97M-V functional and the def2-TZVPD basis

```
10
C3H6O, DFT the ωB97M-V functional and the def2-TZVPD basis
O 0.71662 1.36539 1.12635
C -0.64757 -0.43029 0.15750
C 0.35027 -0.58593 -0.95865
C -0.45415 0.55227 1.03689
H 0.45948 -1.57844 -1.39411
H -1.17450 -1.32467 0.45998
H 0.33209 1.33127 0.19524
H -1.17503 0.91369 1.76314
H 1.38822 -0.40231 -0.64330
H 0.20456 0.15903 -1.74305
```

Charge: 0
Spin multiplicity: 1
Orbital gap, eV: 10.08


Energy comparison, zero being the most stable, in eV: w 2.695; x 0.000; y 5.780; z 1.451.


w | Formula: C3H6O
Source: OMol25
Level of theory: the ωB97M-V functional and the def2-TZVPD basis

```
10
C3H6O, DFT the ωB97M-V functional and the def2-TZVPD basis
O -0.25844 1.76883 -0.01367
C -1.28215 -0.32131 -0.03177
C 1.30505 -0.04437 -0.00556
C -0.09582 0.59560 -0.05542
H -0.97669 -1.35664 -0.54156
H 1.58335 -0.38399 -1.06989
H 2.04074 0.75313 0.30555
H -1.38447 -0.44265 1.20786
H -2.27842 0.31586 -0.47317
H 1.34685 -0.88446 0.67763
```

Charge: 0
Spin multiplicity: 1
Orbital gap, eV: 10.46


x | Formula: C3H6O
Source: OMol25
Level of theory: the ωB97M-V functional and the def2-TZVPD basis

```
10
C3H6O, DFT the ωB97M-V functional and the def2-TZVPD basis
O 0.43124 0.17777 0.93772
C -0.48433 -0.07536 -0.95529
C -0.86757 -0.24325 0.50055
C 0.95329 0.15623 -0.38765
H -1.54825 0.47581 0.89106
H -0.56843 -0.96539 -1.67652
H 1.58158 1.05152 -0.67082
H -0.92492 0.90286 -1.31535
H 1.63981 -0.66736 -0.57406
H -1.23804 -1.24522 0.89827
```

Charge: 0
Spin multiplicity: 1
Orbital gap, eV: 10.68


y | Formula: C3H6O
Source: OMol25
Level of theory: the ωB97M-V functional and the def2-TZVPD basis

```
10
C3H6O, DFT the ωB97M-V functional and the def2-TZVPD basis
O -1.09329 -1.98981 1.38520
C -0.26439 -2.23038 0.53400
C -0.31367 1.15701 0.15302
C 0.38562 0.12791 -0.60945
H 1.33982 -0.03474 -0.49356
H 0.25989 -3.30111 0.31278
H -0.29389 0.75988 1.19925
H 0.17439 2.18479 0.20159
H -0.09212 -0.25517 -1.52461
H -1.37376 1.37413 -0.11968
```

Charge: 0
Spin multiplicity: 1
Orbital gap (alpha / beta), eV: 8.93 / 8.04


Energy comparison, zero being the most stable, in eV: w 0.000; x 0.583; y 3.306.


w | Formula: C3H6O
Source: OMol25
Level of theory: the ωB97M-V functional and the def2-TZVPD basis

```
10
C3H6O, DFT the ωB97M-V functional and the def2-TZVPD basis
O 0.58261 -0.24945 -1.58703
C -0.26402 -0.92940 0.68645
C -0.78052 0.48337 0.41336
C 0.42156 -0.04186 -0.28318
H 0.49372 0.56228 -2.16345
H 2.16013 1.08696 0.12705
H -0.87562 -1.78132 0.33680
H 0.13165 -1.15070 1.67463
H -0.34677 1.15834 1.07038
H -1.52273 0.86178 -0.27502
```

Charge: 0
Spin multiplicity: 1
Orbital gap (alpha / beta), eV: 9.12 / 8.24


x | Formula: C3H6O
Source: OMol25
Level of theory: the ωB97M-V functional and the def2-TZVPD basis

```
10
C3H6O, DFT the ωB97M-V functional and the def2-TZVPD basis
O -0.47558 -0.01457 1.86857
C -0.22159 -0.03142 -1.68907
C 0.34470 0.23462 0.73803
C -0.25840 -0.47497 -0.42650
H 1.34509 -0.15964 0.93896
H -0.76204 -1.41521 -0.21207
H -0.68513 -0.60236 -2.48833
H 0.03858 0.25105 2.64890
H 0.27395 0.89656 -1.95656
H 0.40041 1.31594 0.57806
```

Charge: 0
Spin multiplicity: 1
Orbital gap, eV: 10.65


y | Formula: C3H6O
Source: OMol25
Level of theory: the ωB97M-V functional and the def2-TZVPD basis

```
10
C3H6O, DFT the ωB97M-V functional and the def2-TZVPD basis
O 1.57833 1.40096 0.25796
C -1.21833 0.22700 0.08494
C 0.21760 -0.55992 -0.16916
C 1.50581 0.20545 0.09756
H -1.88160 -0.38500 0.69726
H -1.83694 0.47028 -0.82315
H -0.19332 -0.57257 -1.15588
H 0.36025 -1.56272 0.28265
H -0.97214 1.18924 0.52074
H 2.44034 -0.41272 0.20709
```

Charge: 0
Spin multiplicity: 1
Orbital gap, eV: 10.94


Energy comparison, zero being the most stable, in eV: w 4.459; x 0.000; y 0.406.